1.
The following is a quantum chemistry calculation of a cluster of 2 separate species, C2H5N4 in total, from the Open Molecules 2025 dataset.

Last column: natural (NBO) charge in e.
Positions of all 11 atoms, in Å:
N (1.750, 0.517, 0.220)  -0.198
N (2.845, 0.275, 0.152)  0.306
N (3.904, -0.050, -0.258)  -0.478
N (-1.500, 0.323, -0.041)  -0.133
C (-2.064, 1.260, 0.275)  0.424
C (-0.792, -0.758, -0.372)  -0.541
H (0.204, -0.536, 0.147)  0.314
H (-0.635, -0.998, -1.366)  0.282
H (4.679, -0.405, 0.183)  0.411
H (-0.985, -1.726, -0.058)  0.288
H (-2.725, 2.166, 0.262)  0.324

Properties
* relative energy (zero: lowest compared OMol25 entry of this formula, charge and spin): 94.8 kcal/mol
* charge: +1


2.
The following is a quantum chemistry calculation of a cluster of 3 separate species, C6H14O2 in total, from the Open Molecules 2025 dataset.

Last column: natural (NBO) charge in e.
Positions of all 22 atoms, in Å:
O (-2.584, -2.563, -0.833)  -0.956
O (-3.700, 0.035, -1.152)  -0.957
C (0.661, -0.981, 1.459)  -0.401
C (1.087, -0.186, 0.499)  -0.004
C (2.676, 1.628, 0.936)  -0.400
C (1.440, 1.255, 0.645)  -0.008
C (0.325, 2.207, 0.306)  -0.654
C (1.173, -0.633, -0.947)  -0.646
H (-0.632, 1.692, 0.190)  0.224
H (2.979, 2.661, 1.053)  0.196
H (2.093, -0.259, -1.381)  0.217
H (0.438, 2.648, -0.690)  0.225
H (-3.797, 0.333, -0.247)  0.464
H (-3.431, -0.894, -1.069)  0.483
H (3.440, 0.887, 1.139)  0.199
H (0.220, 2.976, 1.054)  0.226
H (-3.148, -2.896, -1.537)  0.479
H (1.296, -1.715, -1.048)  0.211
H (0.343, -2.019, 1.421)  0.193
H (0.642, -0.683, 2.509)  0.195
H (-1.857, -3.171, -0.733)  0.488
H (0.336, -0.322, -1.573)  0.227

Properties
* relative energy (zero: lowest compared OMol25 entry of this formula, charge and spin): 46.0 kcal/mol


3.
The following is a quantum chemistry calculation of an isolated molecule of C8H5PS, from the Open Molecules 2025 dataset.

Last column: Löwdin charge in e.
Positions of all 15 atoms, in Å:
S (-2.672, 1.305, -1.054)  0.103
P (-2.829, 0.267, 0.555)  0.405
C (-0.267, -0.925, -1.182)  -0.091
C (-1.363, -2.807, -0.116)  -0.153
C (-0.094, 0.451, 1.230)  -0.178
C (-1.545, -3.973, -0.507)  0.077
C (-0.789, -1.510, -0.042)  -0.349
C (-0.925, -0.689, 1.188)  -0.335
C (0.578, 0.925, 0.162)  -0.097
C (0.374, 0.267, -1.069)  -0.103
H (0.741, 0.850, -1.942)  0.129
H (-1.227, -1.309, 2.192)  0.182
H (-0.453, -1.401, -2.164)  0.147
H (1.272, 1.786, 0.278)  0.134
H (-0.142, 1.237, 2.011)  0.130

Properties
* 2S+1: 3
* DFT total energy: -28493.991 eV


4.
The following is a quantum chemistry calculation of an isolated molecule of C5H9Cl, from the Open Molecules 2025 dataset.

Last column: natural (NBO) charge in e.
Positions of all 15 atoms, in Å:
Cl (-1.493, 0.362, -0.019)  -0.054
C (0.269, -2.188, 0.244)  -0.623
C (0.654, -1.053, -0.733)  -0.406
C (0.262, 0.325, -0.163)  -0.043
C (0.877, 1.662, -0.338)  -0.420
C (1.037, 0.891, 0.992)  -0.444
H (0.207, 2.504, -0.346)  0.233
H (0.072, -1.007, -1.649)  0.216
H (0.412, 1.133, 1.888)  0.231
H (0.514, -3.068, -0.363)  0.211
H (2.014, 0.444, 1.314)  0.223
H (1.739, -1.109, -1.045)  0.213
H (-0.790, -2.321, 0.431)  0.229
H (0.942, -2.266, 1.124)  0.214
H (1.669, 1.716, -1.041)  0.221

Properties
* relative energy (zero: lowest compared OMol25 entry of this formula, charge and spin): 25.0 kcal/mol


5.
The following is a quantum chemistry calculation of a cluster of 2 separate species, C5H10ClNO2 in total, from the Open Molecules 2025 dataset.

Last column: natural (NBO) charge in e.
Positions of all 19 atoms, in Å:
Cl (1.922, 1.045, 0.083)  -0.063
O (0.904, 0.069, 2.962)  -0.689
O (0.382, -1.599, 0.514)  -0.544
N (0.889, 3.200, 1.011)  -0.847
C (-0.662, -1.771, -0.049)  0.471
C (0.885, 1.387, 2.587)  0.062
C (-0.866, -2.144, -1.530)  -0.519
C (1.134, 1.907, 1.417)  0.067
C (-1.291, -1.163, -2.640)  -0.610
H (-1.646, -1.577, 0.574)  0.095
H (1.111, 4.004, 1.485)  0.387
H (0.540, 2.075, 3.338)  0.185
H (-1.526, -2.947, -1.289)  0.222
H (0.971, 3.219, 0.018)  0.384
H (1.226, -0.532, 2.209)  0.512
H (0.161, -2.473, -1.868)  0.222
H (-1.060, -1.692, -3.617)  0.227
H (-0.704, -0.122, -2.681)  0.225
H (-2.370, -0.885, -2.522)  0.213

Properties
* relative energy (zero: lowest compared OMol25 entry of this formula, charge and spin): 58.8 kcal/mol


6.
The following is a quantum chemistry calculation of an isolated molecule of C5H6N2, from the Open Molecules 2025 dataset.

Last column: natural (NBO) charge in e.
Positions of all 13 atoms, in Å:
N (-0.225, 1.140, -0.894)  -0.341
N (1.683, -0.806, 1.483)  -0.590
C (-1.062, 0.837, 0.319)  -0.217
C (-0.148, -0.297, -1.188)  -0.071
C (1.064, 0.424, -0.704)  -0.174
C (-0.569, -0.601, 0.258)  -0.345
C (0.978, -0.313, 0.560)  0.292
H (-2.107, 0.999, 0.045)  0.204
H (-0.822, 1.398, 1.232)  0.192
H (-0.308, -0.800, -2.127)  0.230
H (-1.231, -1.437, 0.562)  0.231
H (1.921, 0.761, -1.267)  0.238
H (0.828, -1.306, 1.722)  0.352

Properties
* relative energy (zero: lowest compared OMol25 entry of this formula, charge and spin): 98.7 kcal/mol


7.
The following is a quantum chemistry calculation of the ion C4H7N2O with charge -1, from the Open Molecules 2025 dataset.

Last column: natural (NBO) charge in e.
Positions of all 14 atoms, in Å:
O (-2.345, 1.210, 0.053)  -0.810
N (-1.471, 0.562, -0.734)  -0.307
N (1.438, 1.754, -0.429)  -0.680
C (-0.394, -0.042, -0.187)  0.145
C (1.164, 0.833, 0.384)  0.026
C (-0.621, -1.186, 0.750)  -0.450
C (0.139, -1.406, -0.528)  -0.448
H (1.610, 0.823, 1.462)  0.111
H (1.236, -1.467, -0.314)  0.196
H (2.193, 2.480, -0.068)  0.295
H (-1.188, 1.023, -1.566)  0.307
H (-0.284, -2.062, -1.400)  0.205
H (-1.591, -1.530, 0.986)  0.226
H (0.114, -0.991, 1.592)  0.186

Properties
* relative energy (zero: lowest compared OMol25 entry of this formula, charge and spin): 80.0 kcal/mol
* charge: -1


8.
The following is a quantum chemistry calculation of a cluster of 7 separate species, C41H30F8N2O16S2 in total, from the Open Molecules 2025 dataset.

Last column: Löwdin charge in e.
Positions of all 99 atoms, in Å:
S (0.539, -4.332, -0.975)  0.809
S (0.123, -3.959, -3.798)  0.779
F (-0.175, -4.915, -5.155)  -0.188
F (3.151, -3.741, -1.620)  0.091
F (3.088, -2.454, 2.473)  0.102
F (4.282, -3.899, 0.661)  0.100
F (2.365, -1.724, 0.482)  0.125
F (2.697, -5.863, -0.954)  0.067
F (0.979, -2.956, 1.900)  0.123
F (2.752, -5.234, 1.624)  0.114
O (4.752, 3.414, -2.783)  0.095
O (-4.696, 8.349, -1.418)  0.112
O (0.050, -2.926, -0.899)  -0.274
O (-4.647, 0.093, 4.218)  0.101
O (-0.226, 6.509, 0.756)  0.076
O (-2.317, 1.236, -0.704)  0.090
O (-0.069, -5.117, 0.163)  -0.265
O (-0.220, -6.595, 7.356)  0.111
O (3.304, 6.084, -5.726)  0.103
O (-4.012, -3.509, 0.381)  0.087
O (8.979, 3.497, 0.417)  0.106
O (2.407, 3.247, 0.624)  0.079
O (0.826, 2.563, -2.631)  0.107
O (-0.880, -2.859, -3.768)  -0.263
O (1.478, -3.367, -4.005)  -0.272
O (-4.699, -4.767, 5.189)  0.080
N (-2.370, -4.948, -1.800)  -0.121
N (0.039, -5.046, -2.469)  -0.284
C (1.321, 2.785, 0.318)  -0.382
C (-2.627, -5.832, 4.862)  0.027
C (-1.232, 1.697, -0.398)  -0.379
C (8.010, 3.478, -0.317)  -0.388
C (-4.213, -0.329, 1.944)  0.023
C (-1.253, 6.931, 0.257)  -0.376
C (-1.273, -5.755, -2.373)  -0.275
C (-2.295, 7.582, 1.080)  0.026
C (2.263, -2.792, 1.372)  -0.358
C (1.279, 3.314, -4.816)  0.031
C (0.078, 3.563, 0.504)  0.026
C (-1.109, 3.056, 0.171)  0.030
C (2.851, 5.332, -3.544)  0.007
C (-4.052, -1.237, 0.981)  0.028
C (0.011, 0.921, -0.583)  0.010
C (6.635, 3.547, 0.225)  0.030
C (7.097, 3.363, -2.589)  0.025
C (-3.671, 7.928, -0.919)  -0.386
C (1.901, 4.200, -5.594)  0.027
C (1.197, 1.428, -0.251)  -0.002
C (-3.417, -5.069, 7.139)  0.026
C (5.572, 3.525, -0.580)  0.036
C (2.392, -4.496, -0.725)  -0.336
C (-4.158, -2.683, 1.263)  -0.365
C (-1.504, 6.813, -1.195)  0.025
C (2.229, 4.446, -2.767)  0.005
C (-3.670, -5.186, 5.687)  -0.372
C (-3.682, -5.709, -1.830)  -0.099
C (5.723, 3.432, -2.047)  -0.358
C (-1.247, -6.176, 6.859)  -0.386
C (-3.419, 8.046, 0.533)  0.026
C (-1.500, -6.294, 5.407)  0.028
C (2.735, 5.276, -5.016)  -0.384
C (-2.628, 7.277, -1.742)  0.028
C (-4.502, -0.734, 3.337)  -0.383
C (-2.291, -5.530, 7.684)  0.025
C (-4.447, -3.088, 2.655)  0.023
C (-4.608, -2.182, 3.619)  0.024
C (2.884, -4.134, 0.758)  -0.234
C (1.396, 3.371, -3.344)  -0.343
C (8.160, 3.385, -1.785)  0.022
H (7.189, 3.295, -3.666)  0.122
H (-4.172, -5.413, -2.829)  0.098
H (-0.727, -6.770, 4.818)  0.124
H (0.186, 4.556, 0.921)  0.089
H (-2.829, 7.200, -2.803)  0.125
H (-4.294, -5.367, -0.935)  0.068
H (0.665, 2.519, -5.222)  0.123
H (1.827, 4.174, -6.673)  0.122
H (-4.520, -4.151, 2.844)  0.102
H (4.558, 3.573, -0.199)  0.095
H (-2.089, -5.453, 8.745)  0.124
H (-1.575, -6.071, -3.425)  0.136
H (-2.568, -4.099, -2.343)  0.094
H (-2.828, -5.909, 3.801)  0.121
H (-4.191, -4.592, 7.728)  0.124
H (-3.536, -6.835, -1.868)  0.086
H (2.118, 0.873, -0.381)  0.120
H (-1.194, -6.704, -1.734)  0.152
H (-0.731, 6.333, -1.782)  0.119
H (-2.094, 7.659, 2.141)  0.124
H (-3.839, -0.959, -0.044)  0.115
H (-2.031, 3.611, 0.300)  0.120
H (-4.139, 0.734, 1.754)  0.119
H (6.543, 3.615, 1.301)  0.125
H (2.304, 4.472, -1.687)  0.110
H (9.173, 3.336, -2.165)  0.123
H (-4.192, 8.526, 1.120)  0.124
H (-0.096, -0.072, -1.001)  0.119
H (3.465, 6.126, -3.137)  0.128
H (-4.820, -2.460, 4.643)  0.108

Properties
* relative energy (zero: lowest compared OMol25 entry of this formula, charge and spin): 77.4 kcal/mol


9.
The following is a quantum chemistry calculation of a structure of composition C5H7NO, from the Open Molecules 2025 dataset.

Last column: natural (NBO) charge in e.
Positions of all 14 atoms, in Å:
O (-2.051, 1.554, 0.205)  -0.560
N (-2.459, -0.781, 0.095)  -0.826
C (-1.799, 0.388, 0.178)  0.727
C (1.737, 0.831, 0.599)  -0.171
C (0.929, -0.197, 0.966)  -0.250
C (0.252, -0.238, -0.277)  -0.259
C (1.127, 0.910, -0.788)  -0.466
H (-3.343, -0.631, 0.519)  0.380
H (0.082, -1.024, -0.850)  0.179
H (0.468, 1.755, -0.871)  0.223
H (2.534, 1.483, 1.113)  0.206
H (1.876, 0.849, -1.553)  0.213
H (-2.005, -1.623, 0.318)  0.406
H (0.808, -0.748, 1.865)  0.199

Properties
* relative energy (zero: lowest compared OMol25 entry of this formula, charge and spin): 93.7 kcal/mol


no.,F_max (eV/Å)
1,4.8
2,1.8
3,3.7
4,2.3
5,3.1
6,2.9
7,3.3
8,7.6
9,5.8